Density functional theory data (ωB97M-V/def2-TZVPD) for 11 unconnected molecules or ions with the total composition C22H66O20 at a distorted geometry.

multiplicity: 1
SMILES string: OCCO.OCCO.OCCO.OCCO.OCCO.OCCO.OCCO.OCCO.OCCO.CCO.CCO
frontier orbital gap: 9.98 eV
F_max: 0.079 hartree/bohr
relative energy (zero: lowest compared OMol25 entry of this formula, charge and spin): 82.7 kcal/mol

Last column: Mulliken charge in e.
Element x y z (Å)
C1 1.0569 -5.8724 5.4398  -0.3423
C2 2.1255 -6.8535 5.9935  -0.3234
O1 1.9779 -8.0899 5.3640  -0.5351
O2 1.2916 -5.5336 4.0584  -0.5262
H1 1.1570 -4.9745 6.0495  0.3027
H2 0.0424 -6.2411 5.5910  0.2732
H3 2.0268 -6.9187 7.0771  0.2858
H4 3.1360 -6.5794 5.6905  0.2518
H5 2.5758 -8.1436 4.6149  0.3122
H6 0.9239 -6.2358 3.5170  0.3014
C3 -0.9922 9.4234 2.4237  -0.4091
C4 -0.2174 8.6644 3.5206  -0.3759
O3 -0.3082 9.3436 4.7941  -0.5143
O4 -0.2678 10.6311 2.1491  -0.5099
H7 -2.0147 9.7465 2.6190  0.3474
H8 -1.0049 8.7102 1.5996  0.2737
H9 0.8175 8.5178 3.2113  0.2912
H10 -0.7695 7.7267 3.5843  0.2779
H11 -1.2471 9.2619 4.9770  0.3138
H12 -0.5080 11.2520 2.8407  0.3052
C5 9.4374 -2.4159 1.9502  -0.3930
C6 8.1156 -2.9115 2.4203  -0.3860
O5 7.0574 -2.7828 1.4337  -0.5124
O6 9.9335 -3.2076 0.9218  -0.5265
H13 10.1183 -2.4275 2.8013  0.2843
H14 9.4463 -1.3871 1.5901  0.2766
H15 7.7553 -2.4033 3.3148  0.3467
H16 8.2698 -3.9292 2.7789  0.2900
H17 6.2627 -3.1493 1.8282  0.2968
H18 9.2825 -3.3771 0.2368  0.3233
C7 5.7554 -3.9166 -6.9028  -0.5398
C8 5.3770 -3.5875 -5.4737  -0.2706
O7 6.5099 -3.7525 -4.5966  -0.4980
O8 5.9070 -5.3270 -6.9820  -0.5017
H19 6.5670 -3.2876 -7.2684  0.3082
H20 4.9254 -3.5980 -7.5335  0.3065
H21 4.5003 -4.1799 -5.2116  0.2754
H22 4.9932 -2.5679 -5.4392  0.3166
H23 6.1577 -3.5476 -3.7274  0.2920
H24 6.8431 -5.5251 -6.9042  0.3116
C9 -5.1376 5.3234 -3.2746  -0.4182
C10 -4.0919 6.2347 -3.8993  -0.3678
O9 -2.7534 5.6037 -3.8489  -0.5189
O10 -4.9030 5.2487 -1.8733  -0.5254
H25 -5.0186 4.3190 -3.6808  0.2569
H26 -6.1802 5.6269 -3.3692  0.3179
H27 -4.0831 7.2467 -3.4946  0.3165
H28 -4.3454 6.3725 -4.9504  0.3261
H29 -2.2079 6.2622 -4.2853  0.2956
H30 -3.9627 5.0712 -1.7961  0.3170
C11 5.7690 4.3901 -0.6096  -0.4960
C12 6.5919 3.6133 -1.6398  -0.2892
O11 6.6458 4.2909 -2.9248  -0.5327
O12 4.4823 4.6802 -1.0664  -0.4972
H31 6.3471 5.2673 -0.3191  0.2754
H32 5.7613 3.7821 0.2951  0.3263
H33 6.0351 2.6793 -1.7154  0.2565
H34 7.6034 3.3857 -1.3033  0.3327
H35 7.0466 3.7112 -3.5766  0.2933
H36 4.6326 5.1484 -1.8909  0.3306
C13 -0.1192 -0.0331 -1.6371  -0.5163
C14 -0.7003 0.4886 -0.3006  -0.2915
O13 -0.6232 1.8853 -0.1080  -0.5018
O14 -0.7357 0.6073 -2.7816  -0.4857
H37 -0.1834 -1.1206 -1.6741  0.3185
H38 0.9251 0.2408 -1.7872  0.3170
H39 -0.0983 0.0800 0.5110  0.2694
H40 -1.7568 0.2231 -0.2612  0.2797
H41 0.1747 2.1983 -0.5405  0.2928
H42 -0.7444 1.5438 -2.5708  0.3182
C15 -4.3666 -6.3696 -1.6263  -0.3532
C16 -3.9839 -6.8453 -0.2097  -0.3937
O15 -2.7391 -7.3150 -0.4280  -0.5300
O16 -4.6296 -7.4436 -2.5894  -0.5241
H43 -3.6004 -5.7101 -2.0337  0.2711
H44 -5.1713 -5.6398 -1.5371  0.3566
H45 -4.5919 -7.6683 0.1661  0.2731
H46 -3.9281 -5.9788 0.4491  0.2756
H47 -2.8298 -8.1712 -0.8527  0.3259
H48 -4.7667 -6.9998 -3.4295  0.2986
C17 -8.0865 0.1218 3.7767  -0.4482
C18 -8.8134 -1.1241 3.3982  -0.2794
O17 -8.4056 -1.5884 2.1013  -0.5137
O18 -8.3635 1.2449 2.9712  -0.5201
H49 -7.0171 -0.0829 3.8289  0.3005
H50 -8.4263 0.3687 4.7825  0.2868
H51 -9.8857 -0.9286 3.3925  0.2938
H52 -8.6481 -1.8897 4.1562  0.2731
H53 -9.1098 -2.1048 1.7027  0.2957
H54 -7.6523 1.3775 2.3402  0.3114
C19 -3.2437 -0.0877 -10.5577  -0.8891
C20 -3.6865 0.8769 -9.4807  -0.2271
O19 -3.9909 0.0473 -8.3134  -0.5312
H55 -3.1611 0.5113 -11.4646  0.3058
H56 -3.9774 -0.8810 -10.7003  0.2793
H57 -2.2475 -0.4865 -10.3660  0.2615
H58 -4.5638 1.4293 -9.8173  0.2329
H59 -2.9507 1.6425 -9.2345  0.2718
H60 -3.3308 0.1352 -7.6220  0.2959
C21 -1.3275 0.7373 8.4017  -1.0148
C22 -1.2214 -0.0124 9.6826  -0.2387
O20 -1.6024 0.8396 10.7234  -0.5141
H61 -2.2695 1.2849 8.3714  0.2944
H62 -1.2545 0.0158 7.5879  0.3058
H63 -0.5838 1.5213 8.2590  0.3286
H64 -0.1909 -0.3595 9.7580  0.2222
H65 -1.8564 -0.8980 9.7080  0.3103
H66 -0.9112 1.5058 10.7272  0.3062


Density functional theory data (ωB97M-V/def2-TZVPD) for a molecular structure, C52H45N3O6Sb2Sn at a distorted geometry.

multiplicity: 1
net charge: +2
frontier orbital gap: 7.65 eV
F_max: 0.025 hartree/bohr
relative energy (zero: lowest compared OMol25 entry of this formula, charge and spin): 17.5 kcal/mol

Last column: Mulliken charge in e.
Element x y z (Å)
Sn1 0.7663 0.0756 -0.6309  1.2722
C1 -3.5758 -0.9619 -4.1489  -0.7739
O1 -2.4833 -1.8890 -4.3105  -0.4515
C2 -1.7153 -1.7676 -3.2241  -0.2093
N1 -2.0952 -0.9746 -2.2964  -0.1104
C3 -3.4417 -0.4983 -2.6775  0.2590
C4 -4.5025 -1.0903 -1.7694  0.2983
C5 -5.3360 -0.2586 -1.0310  -0.3560
C6 -6.3647 -0.7923 -0.2658  -0.7312
C7 -6.5655 -2.1632 -0.2363  -0.5302
C8 -5.7210 -3.0026 -0.9508  -0.7931
C9 -4.6935 -2.4676 -1.7115  -0.2466
C10 -0.4924 -2.5991 -3.1799  0.6029
C11 -0.2641 -3.5926 -4.1245  -0.8462
C12 0.8674 -4.3779 -3.9943  -0.5850
C13 1.7239 -4.1677 -2.9266  -0.8763
C14 1.4275 -3.1415 -2.0395  0.3522
N2 0.3508 -2.3690 -2.1704  -0.0248
C15 2.2898 -2.8820 -0.8612  0.2271
N3 2.3215 -1.8096 -0.1486  0.3566
C16 3.3875 -1.9734 0.8634  -0.3885
C17 3.7943 -3.4556 0.6912  -0.4718
O2 3.1011 -3.8662 -0.5110  -0.4275
C18 4.5316 -1.0137 0.6104  0.3650
C19 5.1437 -0.9770 -0.6399  -0.1864
C20 6.2340 -0.1516 -0.8620  -0.9658
C21 6.7167 0.6495 0.1643  -0.7261
C22 6.1010 0.6270 1.4062  -0.4081
C23 5.0111 -0.2031 1.6314  -0.2080
H1 -3.4403 -0.1535 -4.8679  0.3067
H2 -4.5103 -1.4775 -4.3493  0.3869
H3 -3.5014 0.5888 -2.5847  0.5200
H4 -5.1988 0.8186 -1.0741  0.3908
H5 -7.0190 -0.1369 0.2947  0.4419
H6 -7.3820 -2.5806 0.3377  0.4163
H7 -5.8689 -4.0739 -0.9241  0.4158
H8 -4.0377 -3.1327 -2.2636  0.3631
H9 -0.9597 -3.7354 -4.9395  0.5517
H10 1.0764 -5.1577 -4.7138  0.4682
H11 2.5977 -4.7852 -2.7722  0.5536
H12 2.9724 -1.7853 1.8538  0.4027
H13 3.4566 -4.0967 1.5037  0.3450
H14 4.8616 -3.5875 0.5393  0.3366
H15 4.7693 -1.6000 -1.4455  0.4112
H16 6.7084 -0.1417 -1.8344  0.4451
H17 7.5767 1.2844 -0.0019  0.4395
H18 6.4723 1.2540 2.2067  0.5343
H19 4.5344 -0.2125 2.6057  0.3846
C24 0.1112 0.1668 3.7970  -0.3878
C25 -1.3402 -0.1747 3.4606  -0.8914
C26 -1.7536 0.0449 2.0032  -0.1252
Sb1 -1.6686 2.1904 1.6218  -0.7546
C27 -1.1970 3.2597 -0.1686  1.1592
C28 -0.7992 4.5669 0.0906  -0.6811
C29 -0.4608 5.3915 -0.9688  -0.6084
C30 -0.5154 4.9077 -2.2671  -0.7792
C31 -0.9094 3.6017 -2.5131  -0.5657
C32 -1.2576 2.7658 -1.4623  -0.8241
C33 -3.5957 2.9208 2.1886  1.2849
C34 -4.1730 2.5517 3.3985  -0.5736
C35 -5.4342 3.0282 3.7200  -0.8035
C36 -6.1069 3.8676 2.8405  -0.6793
C37 -5.5230 4.2314 1.6351  -0.6402
C38 -4.2593 3.7621 1.3048  -0.8275
Sb2 0.4779 2.2377 3.3481  2.2070
C39 -0.4614 3.2693 4.9907  0.6453
C40 -0.0707 2.9966 6.2993  -0.5857
C41 -0.6706 3.6742 7.3503  -0.6859
C42 -1.6512 4.6245 7.0983  -0.5863
C43 -2.0344 4.9046 5.7946  -0.7843
C44 -1.4344 4.2304 4.7407  -0.4515
C45 2.4863 3.0091 3.2536  1.1443
C46 3.2744 2.5649 2.0728  0.7955
C47 4.4299 3.4006 1.7258  -1.4970
C48 4.7710 4.4426 2.4975  -0.9941
C49 3.9259 4.9051 3.5769  -0.6224
C50 2.7868 4.2759 3.9089  -0.9032
H20 0.8174 -0.4018 3.1975  -0.2599
H21 0.3097 0.0006 4.8551  0.7493
H22 -2.0057 0.3857 4.1252  0.0455
H23 -1.4958 -1.2330 3.6877  0.6075
H24 -2.7717 -0.2973 1.8282  0.7897
H25 -1.0912 -0.4707 1.3108  -0.1338
H26 -0.7391 4.9442 1.1065  0.4014
H27 -0.1341 6.4036 -0.7737  0.4451
H28 -0.2357 5.5482 -3.0922  0.3961
H29 -0.9454 3.2296 -3.5283  0.5020
H30 -1.5668 1.7476 -1.6609  0.8122
H31 -3.6502 1.9094 4.0970  0.3023
H32 -5.8896 2.7471 4.6603  0.4942
H33 -7.0872 4.2456 3.0980  0.4448
H34 -6.0474 4.8827 0.9488  0.4509
H35 -3.8004 4.0519 0.3661  0.4884
H36 0.7007 2.2612 6.5020  0.4831
H37 -0.3700 3.4635 8.3681  0.4279
H38 -2.1112 5.1551 7.9211  0.4192
H39 -2.7935 5.6499 5.5960  0.4866
H40 -1.7238 4.4695 3.7231  0.3845
H41 3.3040 0.9636 0.6917  -0.7591
H42 4.9669 3.1604 0.8167  0.7653
H43 5.6495 5.0271 2.2595  0.4881
H44 4.1957 5.8296 4.0706  0.4728
H45 2.0849 4.6725 4.6321  0.4703
O3 2.3475 3.8147 -0.2701  -0.6095
C51 2.3114 2.6012 -0.2778  0.2631
O4 1.9160 1.8430 -1.2602  -0.8177
C52 2.6150 1.7705 0.9787  1.6126
O5 3.3413 1.8952 3.3403  -0.5137
O6 1.3701 1.2178 1.3785  -0.6238


Density functional theory data (ωB97M-V/def2-TZVPD) for 2 unconnected molecules or ions with the total composition C7H14O at a distorted geometry.

multiplicity: 1
SMILES string: C/C=C/C=C/CC.O
frontier orbital gap: 9.67 eV
F_max: 0.097 hartree/bohr
relative energy (zero: lowest compared OMol25 entry of this formula, charge and spin): 87.0 kcal/mol

Last column: Mulliken charge in e.
Element x y z (Å)
C1 -1.0775 0.4649 -2.8405  -1.1301
C2 0.2290 1.1245 -2.5273  -0.2733
C3 0.5783 0.8748 -1.1366  -0.2106
C4 -0.1175 0.1029 -0.2565  -0.2819
C5 0.2025 0.1721 1.2129  -0.4725
C6 1.3450 -0.1620 1.8408  0.0866
C7 1.4679 0.2614 3.3329  -0.9132
H1 -1.9308 0.4630 -2.1267  0.3520
H2 -1.6540 0.9227 -3.8099  0.2644
H3 -0.8019 -0.5933 -3.0314  0.2851
H4 0.3749 2.2839 -2.9491  0.2802
H5 1.1564 0.9301 -3.2982  0.2400
H6 1.3664 1.6258 -0.7945  0.2662
H7 -0.9144 -0.6908 -0.5178  0.1916
H8 -0.6416 0.6972 1.7051  0.2618
H9 2.1524 -0.7045 1.1690  0.2838
H10 1.5314 1.3664 3.3383  0.2514
H11 2.4405 -0.2381 3.7203  0.2659
H12 0.4812 -0.0984 3.7646  0.2704
H13 -2.7035 -2.5292 0.9052  0.2997
H14 -1.3967 -3.0457 1.4421  0.3077
O1 -2.0880 -3.2278 0.8573  -0.6252


Density functional theory data (ωB97M-V/def2-TZVPD) for a molecular structure, CH4BrClSi at a distorted geometry.

multiplicity: 1
frontier orbital gap: 10.86 eV
F_max: 0.055 hartree/bohr
relative energy (zero: lowest compared OMol25 entry of this formula, charge and spin): 62.2 kcal/mol

Last column: Mulliken charge in e.
Element x y z (Å)
C1 -0.8354 -0.1611 0.3801  -0.2387
Si1 0.8751 -0.1654 -0.4024  0.3655
Cl1 -1.8180 0.9988 -0.7189  -0.1685
Br1 -0.8304 0.7701 2.0944  -0.0970
H1 -1.4480 -1.1836 0.4174  0.3477
H2 1.3618 1.3227 -0.6407  -0.0465
H3 0.8099 -1.0407 -1.7111  -0.0662
H4 1.8851 -0.5408 0.5812  -0.0964


Density functional theory data (ωB97M-V/def2-TZVPD) for a molecular structure, C10H20N3S at a distorted geometry.

multiplicity: 1
net charge: +1
frontier orbital gap: 9.67 eV
F_max: 0.113 hartree/bohr
relative energy (zero: lowest compared OMol25 entry of this formula, charge and spin): 79.8 kcal/mol

Last column: Mulliken charge in e.
Element x y z (Å)
C1 1.2796 -0.3864 0.2229  0.1519
C2 2.0781 -1.6366 0.3803  -0.5678
C3 3.3598 -1.5285 -0.4204  -0.5811
C4 4.2104 -0.2706 0.0299  -0.5638
C5 3.3592 0.9722 -0.1093  -0.9600
C6 2.0348 0.8093 0.7120  0.1402
C7 -0.4380 1.4310 -0.2796  0.2053
C8 -4.8577 -1.2183 0.0370  -1.3812
C9 -3.8897 -0.2431 0.6068  -0.3018
C10 -2.8126 0.2099 -0.2671  -0.4860
N1 0.1415 -0.4418 -0.2362  -0.6011
N2 -0.6031 2.0064 -1.4906  -0.4955
N3 -1.7884 1.0098 0.4220  -0.2009
S1 0.9241 2.2762 0.5677  -0.1479
H1 2.2852 -1.7359 1.5176  0.2815
H2 1.5392 -2.6104 -0.0046  0.2811
H3 3.9208 -2.5775 -0.3233  0.3028
H4 3.1212 -1.3438 -1.4978  0.2934
H5 4.4930 -0.3951 1.1317  0.2839
H6 5.1649 -0.1146 -0.5918  0.3296
H7 3.7503 1.8756 0.1470  0.5527
H8 3.0880 1.2180 -1.1890  0.2907
H9 2.3005 0.8931 1.8348  0.3876
H10 -5.3111 -0.8994 -0.8269  0.3862
H11 -4.2156 -2.1410 -0.1003  0.3204
H12 -5.5421 -1.4068 0.7819  0.4148
H13 -3.3934 -0.7167 1.5925  0.2659
H14 -4.3711 0.6337 1.0988  0.4109
H15 -2.2012 -0.6905 -0.4152  0.3246
H16 -3.0041 0.7122 -1.2685  0.2704
H17 -1.1426 1.4515 -2.1917  0.2231
H18 0.3072 2.3403 -1.8430  0.2961
H19 -1.5703 0.5585 1.2580  0.4038
H20 -2.2172 1.9595 0.7144  0.4702


Question: F_max of number 1 (C22H66O20)?
Answer: 0.079 hartree/bohr